#w
Formula: C3H4N2OS
Source: the Open Molecules 2025 dataset
Level of theory: ωB97M-V/def2-TZVPD

Computed properties:
SMILES: O=C1CSN=CN1
orbital gap: 9.42 eV
molar mass: 116.1 g/mol
HOMO: -8.76 eV
lowest unoccupied orbital energy: 0.7 eV

```
! wB97M-V def2-TZVPD RIJCOSX def2/J DEFGRID3
* xyz 0 1
O -2.36859 -0.30128 -0.69721
C -1.19513 -0.29412 -0.39597
C -0.68097 -0.33285 1.02080
S 0.81182 0.65541 1.25366
N 1.75502 0.18347 -0.07727
C 1.16959 -0.20764 -1.13875
N -0.20063 -0.30725 -1.35928
H -0.48948 -1.37443 1.28117
H -1.46293 0.03835 1.68787
H 1.81312 -0.46459 -1.99951
H -0.54278 -0.40153 -2.31093
*
```

Charge distribution, Mulliken scheme, values in e: -0.577 0.462 -0.559 -0.002 -0.421 0.050 -0.153 0.279 0.325 0.345 0.253



#x
Formula: C3H4N2OS
Source: the Open Molecules 2025 dataset
Level of theory: ωB97M-V/def2-TZVPD

Computed properties:
SMILES: Oc1c[nH][nH]c1=S
orbital gap: 8.16 eV
molar mass: 116.1 g/mol
HOMO: -7.70 eV
lowest unoccupied orbital energy: 0.5 eV

```
! wB97M-V def2-TZVPD RIJCOSX def2/J DEFGRID3
* xyz 0 1
O 0.49152 2.14185 -0.02205
C 0.10410 0.90169 0.01259
C -1.08323 0.25381 -0.01267
N -0.94018 -1.11165 -0.09930
N 0.37561 -1.37352 -0.01515
C 1.16133 -0.29663 0.06857
S 2.78909 -0.32353 0.07552
H -0.16160 2.91745 -0.01684
H -1.93224 0.77339 -0.28262
H -1.58935 -1.58881 0.59475
H 0.78495 -2.29404 -0.30279
*
```

Charge distribution, Mulliken scheme, values in e: -0.530 0.486 -0.507 -0.378 0.045 -0.042 -0.413 0.354 0.428 0.274 0.282



We find #w to be the most stable, with the next structure 0.0797 hartree higher.



#w
Formula: C3H4N2OS
Source: the Open Molecules 2025 dataset
Level of theory: ωB97M-V/def2-TZVPD

Computed properties:
SMILES: C#[N+][S-].CN=C=O
orbital gap: 9.43 eV
molar mass: 116.1 g/mol
HOMO: -8.79 eV
lowest unoccupied orbital energy: 0.6 eV

```
! wB97M-V def2-TZVPD RIJCOSX def2/J DEFGRID3
* xyz 0 1
C -2.51279 -0.61394 -0.30110
N -2.10693 0.49910 -0.16370
S -1.61740 1.87662 0.10269
H -2.90330 -1.59387 -0.49730
C 1.71318 0.77230 0.19330
N 1.22368 -0.52441 0.03985
C 0.55844 -1.47334 -0.04216
O 0.10214 -2.52549 -0.21822
H 0.80541 1.52974 0.38044
H 2.44671 0.83539 1.12652
H 2.29086 1.21791 -0.62032
*
```

Charge distribution, Mulliken scheme, values in e: -0.056 -0.093 -0.235 0.422 -0.347 -0.061 0.391 -0.490 0.002 0.224 0.244



#x
Formula: C3H4N2OS
Source: the Open Molecules 2025 dataset
Level of theory: ωB97M-V/def2-TZVPD

Computed properties:
SMILES: Nc1ncsc1O
orbital gap: 8.42 eV
molar mass: 116.1 g/mol
HOMO: -7.78 eV
lowest unoccupied orbital energy: 0.6 eV

```
! wB97M-V def2-TZVPD RIJCOSX def2/J DEFGRID3
* xyz 0 1
N -1.73059 0.05117 0.03779
C -0.38047 0.26609 -0.09003
N 0.24938 1.46901 -0.03632
C 1.49761 1.33244 -0.00006
S 2.20736 -0.29204 -0.16758
C 0.51277 -0.82066 -0.20719
O 0.09379 -2.05436 -0.01911
H -2.26454 -0.65656 -0.63063
H -2.35631 0.83568 0.28887
H 2.18470 2.13492 -0.07579
H -0.01370 -2.26570 0.90004
*
```

Charge distribution, Mulliken scheme, values in e: -0.482 0.203 -0.548 -0.050 -0.144 0.292 -0.516 0.264 0.236 0.416 0.330



#y
Formula: C3H4N2OS
Source: the Open Molecules 2025 dataset
Level of theory: ωB97M-V/def2-TZVPD

Computed properties:
SMILES: Oc1c[nH]nc1S
orbital gap: 9.61 eV
molar mass: 116.1 g/mol
HOMO: -8.86 eV
lowest unoccupied orbital energy: 0.8 eV

```
! wB97M-V def2-TZVPD RIJCOSX def2/J DEFGRID3
* xyz 0 1
O -0.16745 2.10951 -0.00183
C -0.57881 0.80894 -0.00771
C -1.85840 0.35020 0.02595
N -1.75667 -1.03720 -0.01071
N -0.44432 -1.46573 -0.03401
C 0.23866 -0.34890 0.02812
S 2.02021 -0.31859 -0.07414
H 0.78411 2.16231 -0.11248
H -2.84888 0.81195 0.02329
H -2.43252 -1.77451 0.05820
H 2.11181 -0.31927 1.26663
*
```

Charge distribution, Mulliken scheme, values in e: -0.537 0.857 -0.856 0.176 -0.686 0.206 -0.258 0.301 0.424 0.209 0.165



#z
Formula: C3H4N2OS
Source: the Open Molecules 2025 dataset
Level of theory: ωB97M-V/def2-TZVPD

Computed properties:
SMILES: CSc1ncon1
orbital gap: 9.95 eV
molar mass: 116.1 g/mol
HOMO: -9.33 eV
lowest unoccupied orbital energy: 0.6 eV

```
! wB97M-V def2-TZVPD RIJCOSX def2/J DEFGRID3
* xyz 0 1
C 2.08189 0.51242 0.13629
S 1.19704 -0.95991 -0.16675
C -0.32027 -0.34849 -0.08791
N -1.22424 -1.39527 0.03263
C -2.35201 -0.65830 -0.03195
O -2.27643 0.60858 -0.03302
N -0.77999 0.86705 -0.30387
H 2.22072 1.04204 1.24115
H 1.80681 1.26916 -0.63544
H 3.03397 0.23515 -0.35904
H -3.38748 -1.17243 0.20791
*
```

Charge distribution, Mulliken scheme, values in e: -0.841 -0.095 0.540 -0.454 0.133 -0.195 -0.311 0.263 0.315 0.328 0.316



We find #y to be the most stable, with the next structure 0.0068 hartree higher.



#w
Formula: C3H4N2OS
Source: the Open Molecules 2025 dataset
Level of theory: ωB97M-V/def2-TZVPD

Computed properties:
SMILES: CS[C@@H](C#N)N=O
orbital gap: 8.44 eV
molar mass: 116.1 g/mol
HOMO: -10.08 eV
lowest unoccupied orbital energy: -1.6 eV

```
! wB97M-V def2-TZVPD RIJCOSX def2/J DEFGRID3
* xyz 0 1
C 0.94470 0.49745 1.39258
S 0.05206 -0.95914 0.95607
C -0.42731 -0.28293 -1.01976
C -1.03102 -1.43403 -1.59993
N -1.28535 -2.42819 -2.09504
N -1.32081 0.53490 -0.43775
O -0.81726 1.69221 -0.02387
H 0.33398 1.27714 0.75032
H 1.96055 0.47671 0.90701
H 0.98291 0.58548 2.43410
H 0.60755 0.04039 -1.26374
*
```

Charge distribution, Mulliken scheme, values in e: -0.695 0.038 -0.031 0.218 -0.343 -0.203 -0.372 0.306 0.254 0.379 0.448



#x
Formula: C3H4N2OS
Source: the Open Molecules 2025 dataset
Level of theory: ωB97M-V/def2-TZVPD

Computed properties:
SMILES: Nn1ccc(=S)o1
orbital gap: 8.42 eV
molar mass: 116.1 g/mol
HOMO: -8.30 eV
lowest unoccupied orbital energy: 0.1 eV

```
! wB97M-V def2-TZVPD RIJCOSX def2/J DEFGRID3
* xyz 0 1
N 2.54405 -0.68242 0.16052
N 1.46709 -0.09096 -0.29032
C 1.10907 1.16456 -0.01784
C -0.19914 1.39709 0.01262
C -0.79992 0.11976 -0.05859
S -2.32158 -0.37695 0.06778
O 0.21865 -0.79638 -0.13323
H 2.72101 -0.86284 1.20170
H 2.87330 -1.51950 -0.31150
H 1.89143 1.87133 0.24567
H -0.82779 2.23858 0.13701
*
```

Charge distribution, Mulliken scheme, values in e: -0.610 0.401 -0.348 -0.365 0.293 -0.360 -0.310 0.247 0.258 0.385 0.409



#y
Formula: C3H4N2OS
Source: the Open Molecules 2025 dataset
Level of theory: ωB97M-V/def2-TZVPD

Computed properties:
SMILES: [H]/N=C/NC(=S)C=O
orbital gap: 8.04 eV
molar mass: 116.1 g/mol
HOMO: -9.35 eV
lowest unoccupied orbital energy: -1.3 eV

```
! wB97M-V def2-TZVPD RIJCOSX def2/J DEFGRID3
* xyz 0 1
H 3.30734 0.25729 -0.03039
N 2.57539 -0.41913 0.03102
C 1.50651 0.26951 -0.02264
N 0.26553 -0.34273 -0.10887
C -0.90310 0.32478 -0.03400
S -1.09734 1.96927 -0.03296
C -2.14167 -0.49906 0.03865
O -2.11273 -1.68299 -0.04343
H 1.46314 1.37538 0.06508
H 0.23293 -1.34955 -0.06809
H -3.09600 0.09724 0.20566
*
```

Charge distribution, Mulliken scheme, values in e: 0.276 -0.608 0.058 -0.221 0.327 -0.317 0.056 -0.452 0.249 0.320 0.312



We find #y to be the most stable, with the next structure 0.0901 hartree higher.